(1)
DFT (ωB97M-V/def2-TZVPD) results for a cluster of 2 separate species, C4H12 in total.

Output
- E_LUMO (alpha / beta): -0.11740 / -0.41238 Eh
- Molar mass: 60.1 g/mol
- Kohn-Sham gap (alpha / beta): 12.323 / 3.606 eV
- Energy relative to the best compared isomer or geometry (same formula, charge and spin): 90.9 kJ/mol

```
! RIJCOSX wB97M-V def2-TZVPD def2/J DEFGRID3
* xyz 1 2
C -1.32735 -0.83260 -0.79321
C -1.63322 -1.72245 -1.96730
H -0.67231 0.02783 -1.00370
H -2.16879 -0.46161 -0.17106
H -1.06746 -1.41767 0.15831
H -2.11596 -1.30228 -2.85995
H -0.71937 -1.97709 -2.52740
H -2.22399 -2.58571 -1.85703
C 1.38173 0.58945 1.60096
C 1.61623 2.04610 1.17627
H 2.21371 0.05808 2.10494
H 0.61449 0.47026 2.42375
H 1.04211 0.08123 0.67601
H 2.65872 2.38444 1.52161
H 1.69426 2.05780 0.09163
H 0.70719 2.58421 1.42618
*
```

(2)
DFT (ωB97M-V/def2-TZVPD) results for a structure of composition C4H12AlFO2.

Output
- E_LUMO: -0.55630 Eh
- Molar mass: 138.1 g/mol
- Kohn-Sham gap: 3.779 eV
- Energy relative to the best compared isomer or geometry (same formula, charge and spin): 408.6 kJ/mol

```
! RIJCOSX wB97M-V def2-TZVPD def2/J DEFGRID3
* xyz 2 1
Al -1.32946 1.44901 2.57961
F -3.50373 1.59193 0.83925
C 1.59831 2.42323 -1.46112
C 0.98270 1.64493 -0.31963
O -0.43572 1.71610 -0.21363
H 0.85979 2.88929 -2.11857
H 2.15019 1.74725 -2.11743
H 2.29805 3.20176 -1.14398
H 1.51054 1.83602 0.62636
H 1.15949 0.54900 -0.42814
H -0.68522 1.48596 -1.13123
C -0.15687 -2.67844 -0.21323
C -1.11335 -2.16075 0.88598
O -0.48957 -1.03342 1.55784
H 0.44914 -1.86285 -0.60682
H -0.73045 -3.13412 -1.02098
H 0.48170 -3.44185 0.22983
H -1.28079 -2.93127 1.63831
H -2.05699 -1.85425 0.44197
H 0.29224 -1.43753 1.97561
*
```

(3)
DFT (ωB97M-V/def2-TZVPD) results for a structure of composition C4H12BBr4Na3.

Output
- E_LUMO (alpha / beta): -0.39150 / -0.53638 Eh
- Molar mass: 459.5 g/mol
- Kohn-Sham gap (alpha / beta): 6.616 / 2.667 eV

```
! RIJCOSX wB97M-V def2-TZVPD def2/J DEFGRID3
* xyz 3 2
Na -11.99995 -12.53466 -2.30311
Na -16.18285 -15.16483 -1.30566
Na -12.59761 -15.50493 -0.99401
B -14.45402 -13.81288 -2.45289
H -13.76716 -13.21148 -3.02803
H -15.34999 -13.26937 -2.19580
H -14.59418 -14.79283 -2.88217
H -13.88509 -13.92800 -1.54333
Br -16.39123 -10.79641 -6.59406
C -15.67786 -11.36871 -4.83944
C -14.79796 -10.22329 -4.25273
Br -12.98313 -9.96767 -5.08354
H -14.92265 -12.13773 -5.00183
H -16.41425 -11.77631 -4.14684
H -14.82022 -10.27996 -3.16444
H -15.31434 -9.27601 -4.40798
Br -15.82460 -16.88576 -7.44431
C -17.23129 -15.94311 -6.34155
C -16.54707 -14.96699 -5.38553
Br -17.63696 -14.38634 -3.85039
H -17.66769 -16.66324 -5.64941
H -18.05039 -15.52487 -6.92658
H -16.18089 -14.07522 -5.89421
H -15.58278 -15.31925 -5.01926
*
```